1.
A molecular structure, C5H6O in a non-equilibrium geometry. Source: the Open Molecules 2025 dataset; level of theory: the ωB97M-V functional and the def2-TZVPD basis.

Geometry as ORCA input:
```
! wB97M-V def2-TZVPD RIJCOSX def2/J DEFGRID3
* xyz 0 1
O -1.227 2.086 0.250
C -0.675 1.022 0.106
C -1.108 -0.263 -0.653
C -0.069 -1.178 -0.015
C 1.224 -0.465 -0.226
C 0.500 0.412 0.816
H -2.160 -0.499 -0.461
H -0.943 -0.201 -1.735
H -0.103 -0.818 1.285
H 1.382 0.012 -1.195
H 2.126 -0.935 0.170
H 1.052 0.826 1.659
*
```

So, what does the natural (NBO) scheme give us? The charges, in e, come out as: -0.5225 0.5703 -0.5914 -0.0917 -0.4615 -0.3750 0.2471 0.2396 0.2679 0.2222 0.2350 0.2600


2.
2 unconnected molecules or ions with the total composition C3H8O2 in a non-equilibrium geometry. Source: the Open Molecules 2025 dataset; level of theory: the ωB97M-V functional and the def2-TZVPD basis.

Geometry as ORCA input:
```
! wB97M-V def2-TZVPD RIJCOSX def2/J DEFGRID3
* xyz 0 1
C -0.245 -1.416 -0.651
C -0.614 -0.404 0.440
C 0.465 -0.259 1.460
O 1.656 -0.093 1.274
H -0.238 -1.105 -1.642
H -0.824 -2.390 -0.641
H 0.721 -1.731 -0.368
H -0.905 0.581 0.043
H -1.635 -0.728 0.920
H 0.249 -0.489 2.411
O 0.235 2.953 -1.259
H 1.151 2.875 -1.399
H -0.017 2.206 -0.589
*
```

SMILES	CCC=O.O

So, what does the natural (NBO) scheme give us? The charges, in e, come out as: -0.6090 -0.5197 0.4293 -0.5159 0.2220 0.2128 0.2215 0.2235 0.2243 0.1120 -0.9364 0.4702 0.4652


3.
A molecular structure, C28H29B2Cl2F4N6O2SiTl. Source: the Open Molecules 2025 dataset; level of theory: the ωB97M-V functional and the def2-TZVPD basis.

Geometry as ORCA input:
```
! wB97M-V def2-TZVPD RIJCOSX def2/J DEFGRID3
* xyz -2 1
Tl 1.133 0.160 -0.060
N -7.598 -5.157 2.696
C -6.678 -4.539 2.388
C -5.524 -3.758 2.001
C -4.244 -4.287 2.149
C -3.144 -3.535 1.776
C -3.307 -2.258 1.250
C -4.589 -1.736 1.104
C -5.696 -2.478 1.479
C -2.114 -1.463 0.833
C -1.938 -1.326 -0.548
C -2.761 -1.850 -1.586
C -2.195 -1.442 -2.775
C -1.044 -0.692 -2.421
N -0.894 -0.621 -1.111
C -1.337 -0.950 1.863
C -1.635 -1.053 3.258
C -0.637 -0.409 3.939
C 0.262 0.080 2.958
N -0.151 -0.221 1.739
H -4.119 -5.283 2.552
H -2.143 -3.933 1.888
H -4.708 -0.740 0.695
H -6.694 -2.072 1.372
H -3.648 -2.450 -1.454
H -2.537 -1.654 -3.776
H -0.328 -0.221 -3.083
H -2.507 -1.532 3.675
H -0.535 -0.272 5.003
H 1.168 0.647 3.117
C 4.789 0.042 -1.680
C 3.870 1.128 -2.161
C 4.211 2.001 -3.182
C 3.290 2.986 -3.542
C 2.066 3.082 -2.921
C 1.758 2.152 -1.898
N 2.688 1.229 -1.552
N 0.609 2.026 -1.213
Si -0.625 3.201 -0.947
C 0.071 4.859 -0.466
C -1.757 2.515 0.352
C -1.649 3.441 -2.508
H 4.764 -0.810 -2.364
H 4.487 -0.299 -0.692
H 5.813 0.414 -1.630
H 5.175 1.921 -3.666
H 3.538 3.686 -4.333
H 1.344 3.839 -3.199
H 0.869 4.742 0.273
H -0.712 5.475 -0.013
H 0.470 5.392 -1.334
H -1.185 2.254 1.246
H -2.268 1.620 -0.020
H -2.508 3.257 0.644
H -1.070 3.881 -3.326
H -2.498 4.105 -2.304
H -2.043 2.479 -2.851
B 3.028 -3.592 -2.811
C 2.360 -2.495 -1.874
N 1.897 -1.688 -1.193
H 4.236 -3.423 -2.781
H 2.587 -3.430 -3.937
H 2.724 -4.687 -2.371
F 1.391 2.431 1.634
B 1.472 3.408 2.681
F 1.854 2.756 3.867
F 0.191 3.982 2.830
F 2.404 4.391 2.323
Cl 1.618 -3.000 1.529
C 3.025 -2.407 2.444
Cl 2.614 -2.246 4.185
C 3.655 -1.095 1.948
O 4.836 -0.997 2.268
O 2.967 -0.312 1.247
H 3.789 -3.167 2.371
*
```

So, what does the Löwdin scheme give us? The charges, in e, come out as: 0.9741 0.1295 -0.1930 -0.2420 -0.0215 0.0015 -0.1852 -0.0070 -0.0253 -0.0566 -0.2686 -0.0379 -0.0805 -0.1591 -0.0002 -0.2547 -0.0178 -0.0525 -0.1344 -0.0045 0.1162 0.1318 0.1301 0.1145 0.0987 0.0821 0.1114 0.1064 0.0982 0.1052 -0.0120 -0.3035 -0.0643 -0.0927 -0.0308 -0.4293 0.0919 -0.0897 0.3752 -0.1511 -0.1531 -0.1789 0.0764 0.0614 0.0805 0.0965 0.0958 0.0849 0.0260 0.0340 0.0205 0.0203 0.0230 0.0354 0.0111 0.0218 0.0195 -0.4355 -0.2074 0.0605 -0.0125 -0.0117 -0.0117 0.0401 -1.2444 0.0949 0.0865 0.1000 0.6281 -0.9515 0.5693 -0.7771 0.0151 -0.1234 0.0530


4.
A single C22H27N5O2 molecule in a non-equilibrium geometry. Source: the Open Molecules 2025 dataset; level of theory: the ωB97M-V functional and the def2-TZVPD basis.

Geometry as ORCA input:
```
! wB97M-V def2-TZVPD RIJCOSX def2/J DEFGRID3
* xyz 0 1
C -3.685 -1.656 1.364
N -3.864 -1.018 0.079
C -3.442 -1.765 -1.099
C -1.966 -1.563 -1.342
C -1.535 -0.617 -2.263
C -0.182 -0.404 -2.456
C 0.756 -1.113 -1.727
C 0.330 -2.042 -0.784
N 1.233 -2.772 -0.007
C 2.585 -2.679 0.036
C 3.024 -3.591 0.961
C 1.852 -4.201 1.434
N 0.790 -3.701 0.844
C -1.031 -2.268 -0.604
C -4.088 0.301 -0.093
O -4.172 0.803 -1.203
C -4.242 1.184 1.142
C -3.220 2.316 1.011
C -1.844 1.766 1.022
N -1.481 0.557 1.295
N -0.135 0.505 1.180
C 0.262 1.687 0.846
C 1.650 2.140 0.589
C 2.640 1.052 1.001
C 4.070 1.471 0.677
C 4.214 1.797 -0.806
C 3.240 2.902 -1.202
C 1.806 2.482 -0.900
O -0.780 2.546 0.728
H -3.643 -2.733 1.213
H -4.534 -1.445 2.015
H -2.758 -1.328 1.839
H -4.012 -1.383 -1.950
H -3.674 -2.821 -0.948
H -2.262 -0.045 -2.819
H 0.147 0.321 -3.186
H 1.807 -0.942 -1.902
H 3.144 -2.000 -0.574
H 4.034 -3.792 1.255
H 1.750 -4.976 2.168
H -1.327 -3.001 0.127
H -4.074 0.647 2.069
H -5.247 1.610 1.138
H -3.373 2.839 0.063
H -3.327 3.040 1.823
H 1.828 3.050 1.175
H 2.383 0.135 0.473
H 2.536 0.850 2.068
H 4.756 0.668 0.952
H 4.335 2.352 1.267
H 4.007 0.903 -1.398
H 5.238 2.109 -1.021
H 3.339 3.124 -2.267
H 3.479 3.812 -0.647
H 1.547 1.602 -1.490
H 1.113 3.284 -1.166
*
```

SMILES	CN(Cc1cccc(-n2cccn2)c1)C(=O)CCc1nnc(C2CCCCC2)o1

So, what does the natural (NBO) scheme give us? The charges, in e, come out as: -0.4240 -0.4256 -0.2378 -0.0057 -0.2150 -0.2029 -0.2645 0.2438 -0.1911 -0.0395 -0.3365 -0.0400 -0.2622 -0.2393 0.6984 -0.6585 -0.4891 -0.4428 0.4777 -0.3322 -0.3101 0.4936 -0.2844 -0.3806 -0.3998 -0.3944 -0.3963 -0.3892 -0.4148 0.2064 0.1994 0.2373 0.2383 0.2047 0.2318 0.2138 0.2081 0.2160 0.2277 0.2083 0.2415 0.2250 0.2383 0.2538 0.2298 0.2197 0.2103 0.2221 0.2106 0.1940 0.1881 0.2094 0.2105 0.1947 0.2069 0.2162


Listing gap between HOMO and LUMO for the structures above in their given order: 9.5 10.9 6.6 9.1 eV.
Listing energy relative to the best compared isomer or geometry (same formula, charge and spin) for the structures above in their given order: 90.1 41.5 9.2 33.6 kcal per mole.